# C16H26BF4N5O4Pt

A structure of composition C16H26BF4N5O4Pt (ωB97M-V with the def2-TZVPD basis set, OMol25).

Structure (XYZ):
```
57
Properties=species:S:1:pos:R:3:forces:R:3:lowdin_charge:R:1
Pt -1.732 -0.313 -0.213 -0.1 0.3 -0.2 1.698
C -3.426 1.716 -2.085 -0.1 -0.2 0.0 0.004
O -3.493 0.595 -1.149 -0.1 0.3 0.0 -0.334
C -4.689 0.634 -0.334 0.0 0.0 0.0 -0.115
C -4.464 -0.297 0.840 -0.1 -0.2 -0.1 -0.107
O -3.631 -1.336 0.276 0.0 0.0 0.5 -0.253
C -3.324 -2.518 1.051 -0.2 0.1 0.0 -0.114
C -2.616 -3.389 0.051 0.1 0.0 -0.1 -0.116
O -1.564 -2.596 -0.556 -0.1 0.0 -0.2 -0.298
C -1.418 -2.838 -1.981 0.0 -0.2 0.1 -0.032
H -3.234 2.638 -1.548 0.0 0.1 0.1 0.096
H -2.630 1.502 -2.788 0.0 0.0 0.0 0.108
H -4.383 1.757 -2.602 0.0 0.0 0.0 0.116
H -4.866 1.652 0.015 0.0 0.0 0.0 0.153
H -5.516 0.309 -0.962 0.0 0.0 0.0 0.150
H -3.935 0.175 1.667 0.0 0.0 0.0 0.125
H -5.400 -0.725 1.197 0.0 0.0 0.0 0.155
H -2.705 -2.247 1.905 0.0 0.0 0.0 0.127
H -4.248 -2.985 1.395 0.0 0.0 0.0 0.158
H -2.168 -4.258 0.532 0.1 0.0 0.0 0.155
H -3.307 -3.712 -0.728 0.0 0.0 0.0 0.144
H -1.264 -3.904 -2.142 0.0 0.0 0.0 0.115
H -2.314 -2.510 -2.511 0.0 0.0 0.0 0.107
H -0.538 -2.291 -2.306 0.0 0.0 0.0 0.080
N 0.274 -0.718 0.047 0.4 0.1 0.2 -0.110
C 2.199 -0.461 -0.023 -0.1 -0.1 -0.1 -0.142
N 3.456 -0.323 -0.195 0.2 0.1 0.0 0.037
C 4.077 -0.684 -1.498 0.0 0.1 0.1 -0.079
C 4.729 0.552 -2.108 0.0 0.0 0.0 -0.151
C 5.685 1.231 -1.129 0.0 0.0 0.0 -0.177
C 4.979 1.552 0.186 0.0 0.0 0.0 -0.147
C 4.370 0.294 0.794 0.0 0.0 -0.1 -0.075
H 3.308 -1.104 -2.138 0.0 0.0 0.0 0.121
H 4.817 -1.455 -1.277 0.0 0.0 0.0 0.148
H 3.950 1.250 -2.425 0.0 0.0 0.0 0.127
H 5.256 0.227 -3.005 0.0 0.0 0.0 0.129
H 6.080 2.143 -1.572 0.0 0.0 0.0 0.125
H 6.541 0.578 -0.936 0.0 0.0 0.0 0.126
H 4.185 2.288 0.025 0.0 0.0 0.0 0.128
H 5.668 1.974 0.917 0.0 0.0 0.0 0.132
H 3.825 0.498 1.709 0.0 0.0 0.0 0.094
H 5.140 -0.450 1.001 0.0 0.0 0.0 0.150
F 0.277 2.733 0.589 0.0 -0.1 0.0 0.186
B -0.827 2.590 -0.211 0.0 0.1 0.1 -1.197
F -1.243 3.706 -0.841 0.0 -0.1 0.0 0.223
F -0.572 1.505 -1.180 0.0 0.0 -0.1 -0.001
F -1.910 1.991 0.575 0.1 0.0 0.0 0.030
N -0.887 0.998 3.705 0.0 0.1 0.2 0.284
C -0.589 0.348 2.607 0.0 -0.2 -0.1 -0.395
O -1.504 -0.267 1.973 0.1 0.1 0.2 -0.090
C 0.836 0.311 2.197 -0.2 0.3 0.4 -0.069
C 1.810 0.897 3.064 0.0 -0.1 -0.2 -0.161
N 2.593 1.360 3.766 -0.1 0.0 0.1 0.238
C 1.129 -0.199 1.004 -0.1 -0.3 -0.6 -0.085
N 1.244 -0.948 -0.902 0.1 0.1 0.2 0.181
H -1.850 1.061 4.003 0.0 0.0 0.0 0.158
H -0.180 1.465 4.258 0.0 0.0 0.0 0.141
```
Positions in Å, forces in eV/Å.

The total charge is +2. Its strongest force on any atom is 0.0129 Eh/bohr. As for the HOMO energy (spin up / spin down): -14.724 / -16.218 eV. As for the multiplicity: 5.